13 unconnected molecules or ions with the total composition C3H32N2O14 in a non-equilibrium geometry, computed with ωB97M-V/def2-TZVPD.

Electronic energy ... -35275.858 eV
LUMO energy ... -0.0041 hartree
Net charge ... 0
Spin multiplicity ... 1
ΔE to the lowest compared entry with this formula, charge and spin ... 2.415 eV

```
51
Properties=species:S:1:pos:R:3:nbo_charge:R:1
C -0.154 -0.562 0.447 -0.262
N -0.258 0.852 0.110 -0.676
C -1.063 1.224 -0.969 0.873
O -1.506 0.114 -1.643 -0.740
O -1.206 2.354 -1.335 -0.611
C -1.278 -1.056 1.390 -0.217
N -1.151 -1.004 2.827 -0.883
H -0.189 -1.214 -0.404 0.222
H 0.761 -0.846 0.974 0.219
H -0.117 1.454 0.889 0.404
H -2.370 0.458 -1.946 0.534
H -1.475 -2.110 1.191 0.185
H -2.179 -0.478 1.145 0.167
H -1.330 -0.141 3.288 0.386
H -0.690 -1.764 3.284 0.377
H 1.422 -0.602 4.565 0.465
H 1.060 0.419 3.528 0.477
O 1.680 0.236 4.216 -0.945
H 2.029 1.156 0.742 0.485
H 2.696 0.762 2.067 0.510
O 2.056 1.358 1.666 -0.988
H -3.228 -2.606 -2.438 0.480
H -2.187 -3.186 -1.424 0.472
O -2.652 -2.402 -1.697 -0.947
H 3.314 -3.601 0.010 0.491
H 2.788 -3.258 -1.525 0.511
O 2.644 -3.242 -0.570 -0.992
H 3.877 -1.115 -3.295 0.498
H 2.906 -1.295 -2.202 0.463
O 3.496 -1.808 -2.761 -0.960
H -3.412 -3.614 1.234 0.456
H -3.638 -2.189 1.448 0.466
O -3.859 -3.017 1.844 -0.919
H -1.394 3.228 2.422 0.498
H -1.370 2.363 1.285 0.445
O -2.021 2.683 1.915 -0.950
H 0.918 4.630 1.690 0.481
H 1.158 3.280 2.327 0.499
O 0.496 3.989 2.272 -0.975
H 0.087 -0.428 -2.748 0.499
H 0.588 -1.435 -3.838 0.491
O 0.810 -0.642 -3.348 -0.988
H -3.855 2.199 -0.678 0.486
H -3.490 1.017 0.017 0.466
O -3.953 1.238 -0.795 -0.939
H 3.582 -1.396 -0.239 0.488
H 3.465 -0.013 -0.637 0.455
O 3.689 -0.505 0.165 -0.952
H 2.604 1.750 -4.192 0.480
H 2.231 0.689 -3.137 0.488
O 2.974 1.144 -3.552 -0.976
```